[1]
A structure of composition C7H5CsO2, computed with wB97M-V/def2-TZVPD.

Structure (XYZ):
```
15
C7H5CsO2 wB97M-V/def2-TZVPD
O 2.53 3.82 -0.08
C -1.67 -2.96 1.54
C 2.21 0.44 0.09
H 2.22 1.29 -1.91
C -1.72 -1.06 -0.05
C 2.44 2.74 -0.41
O -2.18 0.07 -0.34
H 2.38 -0.60 -0.22
H -1.57 -1.79 -0.86
H 2.23 0.64 1.16
Cs -3.98 2.69 -3.27
C -1.80 -1.61 1.30
H -1.90 -0.89 2.12
C -1.54 -4.21 1.75
C 2.35 1.43 -0.83
```

Properties
Net charge = +1
2S+1 = 2
Highest occupied orbital energy (alpha / beta) = -8.75 / -12.57 eV

***

[2]
An isolated molecule of C4H5NO2, computed with wB97M-V/def2-TZVPD.

Structure (XYZ):
```
12
C4H5NO2 wB97M-V/def2-TZVPD
N 0.23 -0.28 0.47
H 1.58 -1.54 -0.48
O -1.61 1.52 -2.00
H 1.80 0.27 -0.87
H 0.31 1.68 -1.40
C -0.70 1.27 -1.26
H -0.79 -1.18 2.03
O -2.00 0.33 0.54
H 1.10 -1.38 1.95
C 0.17 -0.98 1.58
C 1.18 -0.54 -0.51
C -0.94 0.44 0.00
```

Properties
Net charge = 0
Highest occupied orbital energy (alpha / beta) = -8.52 / -7.99 eV
Relative energy (zero: lowest compared OMol25 entry of this formula, charge and spin) = 3.954 eV

***

[3]
A structure of composition C46H56Cl2GaIOP, computed with wB97M-V/def2-TZVPD.

Structure (XYZ):
```
108
C46H56Cl2GaIOP wB97M-V/def2-TZVPD
H 0.39 -9.96 5.78
C -3.97 -0.60 3.25
Cl -4.86 1.04 3.09
H 0.24 1.30 2.22
C -0.75 -0.94 0.11
H 0.18 -5.11 4.83
C 1.78 10.38 -5.34
C -1.65 5.84 -1.04
H 3.76 10.10 -2.03
H 1.53 4.33 -2.65
H 3.03 -4.52 1.09
H -0.88 3.93 -8.73
C 0.64 4.75 -2.20
H 3.36 11.67 -6.00
H -0.70 2.47 -4.00
C -0.13 -9.24 6.40
H -5.41 -3.73 2.22
C 3.20 10.18 -2.96
H -2.54 6.26 -0.58
C -0.95 6.56 -2.00
H 7.31 -2.10 1.64
H -0.67 0.79 -5.82
H -0.77 -8.55 9.66
H -0.02 -5.40 3.05
C 5.67 -2.53 0.32
C 0.31 -3.03 -3.51
C -1.88 -3.86 -5.02
H -4.16 -0.93 4.33
H -1.02 -3.11 -1.83
C -0.20 2.18 2.82
C 0.17 -4.57 3.82
C 4.69 -4.11 2.39
H -1.30 7.54 -2.30
C -0.72 1.84 -6.06
C 5.89 -3.42 2.55
C 6.38 -2.63 1.52
H -4.47 -3.26 3.72
H 1.18 -2.09 1.87
H 0.35 9.06 -4.41
H -1.17 1.49 4.71
C -4.67 -1.60 2.22
C -1.49 -7.25 6.61
Cl -6.51 -1.28 2.17
H -0.81 4.88 -4.55
H -0.55 -3.76 -6.71
H 3.91 -3.12 -0.76
H -1.50 -3.71 2.64
O -0.83 -2.18 0.08
I 1.02 -0.10 -0.92
H -2.39 2.40 3.56
C -2.01 -3.67 -3.65
H 1.16 -2.71 -2.92
C 2.98 11.06 -5.19
C -0.77 2.25 -7.39
H 6.05 -1.91 -0.48
H 1.63 8.87 -2.30
H -2.73 -4.19 -5.61
C 3.97 -3.99 1.21
C 1.29 9.60 -4.30
H 0.28 3.05 -0.94
C -0.82 -8.18 5.81
H 0.60 2.51 3.56
C 0.44 -3.21 -4.89
C -0.74 2.79 -5.04
H -1.75 4.01 0.09
H -2.80 -0.16 0.24
Ga -1.98 -0.20 2.84
H 1.39 -3.03 -5.37
H 1.53 -0.45 2.79
H 1.22 10.46 -6.26
H -1.75 -3.70 4.52
C -0.85 4.56 -6.68
C -0.66 -3.62 -5.64
H -2.97 -3.85 -3.17
H 1.21 -4.15 3.65
C -0.80 4.15 -5.35
H 1.96 -2.08 3.52
H -0.75 1.52 -8.18
C 2.00 9.49 -3.11
C -0.12 -9.37 7.79
C -0.06 4.03 -1.24
H 6.44 -3.51 3.48
H -1.99 -6.67 8.62
C 1.19 -1.53 2.86
C -1.80 0.01 0.79
C -1.03 -3.51 3.65
C -4.51 -3.15 2.59
C 3.69 10.97 -3.99
C -1.47 -7.39 8.00
C -0.78 -8.45 8.58
C -1.52 1.67 3.64
H -4.32 -1.48 1.14
H 4.62 11.51 -3.88
H 0.73 6.57 -3.34
C -1.21 4.57 -0.66
C 4.46 -3.21 0.17
H -2.02 -6.43 6.15
H -3.60 -3.55 2.04
C 0.19 6.01 -2.58
C -0.84 3.61 -7.70
C -0.92 -3.25 -2.89
H -0.90 5.61 -6.92
P -0.46 -1.70 3.82
H -1.52 1.10 0.56
H 0.41 -10.20 8.24
H -0.82 -8.07 4.74
H 4.31 -4.73 3.20
H -0.50 3.00 2.10
```

Properties
Net charge = -1
Highest occupied orbital energy = -4.46 eV

***

[4]
A cluster of 3 separate species, C3H8N2O2 in total, computed with wB97M-V/def2-TZVPD.

Structure (XYZ):
```
15
C3H8N2O2 wB97M-V/def2-TZVPD
N -0.78 -0.48 0.91
C -2.09 0.99 -0.19
O 2.45 -0.07 -1.58
N -1.83 -0.08 -1.05
C -1.40 0.73 1.05
O 2.64 0.05 1.29
H -0.68 -1.93 -0.63
H 3.24 -0.64 1.52
H -1.16 1.25 1.97
C -1.16 -0.98 -0.32
H 2.67 0.13 0.34
H 1.98 -0.57 -2.31
H -2.36 1.92 -0.66
H 2.21 0.84 -1.67
H -0.40 -1.25 1.50
```

Properties
Net charge = 0
Highest occupied orbital energy = -8.58 eV
Relative energy (zero: lowest compared OMol25 entry of this formula, charge and spin) = 1.836 eV
SMILES string = c1c[nH]cn1.O.O

***

[5]
A structure of composition C20H26N2O2PdSi, computed with wB97M-V/def2-TZVPD.

Structure (XYZ):
```
52
C20H26N2O2PdSi wB97M-V/def2-TZVPD
H 2.30 -4.56 -0.57
H -1.59 -1.29 -2.29
H -3.94 1.83 0.48
O -4.72 -0.63 3.83
C 3.09 1.72 -1.82
H 4.10 -4.67 -2.28
H 1.70 0.36 0.82
C 2.94 -3.69 -0.74
H 0.15 -1.10 0.44
H 4.42 4.74 -2.73
H 2.44 0.93 -2.21
C -0.29 -0.10 0.50
C -4.37 -1.33 -0.37
Si 3.13 0.21 0.57
C 4.79 -2.65 -1.91
C 3.61 1.63 -0.52
H 2.99 2.91 -3.62
Pd -2.32 -0.23 0.25
H 4.83 2.57 0.99
C 4.73 3.76 -0.82
C 4.20 3.86 -2.11
N -4.26 0.95 2.26
N -3.37 1.39 1.20
H 1.94 -2.46 0.74
C -5.93 0.12 4.12
C -3.98 -0.29 2.77
H -2.70 2.09 1.56
H 3.71 0.26 1.94
C 3.39 2.84 -2.61
H -5.37 0.56 -1.04
C -4.50 -0.09 -1.06
C 3.52 -1.38 -0.27
C 4.57 -1.47 -1.20
H 0.05 0.56 -0.31
H -5.11 -1.77 0.29
C 4.43 2.65 -0.02
H 5.22 -0.60 -1.37
C -2.51 -1.08 -1.75
C -3.15 -1.96 -0.80
O -3.14 -1.07 2.29
H -6.68 -0.65 4.32
C -3.32 0.10 -1.86
H -4.52 1.68 2.92
H -3.12 0.96 -2.50
H -6.25 0.76 3.29
H -5.75 0.71 5.03
H -2.80 -2.95 -0.51
C 2.73 -2.52 -0.02
H 5.60 -2.71 -2.64
H 5.38 4.54 -0.44
H -0.22 0.34 1.50
C 3.96 -3.76 -1.70
```

Properties
Net charge = 0
2S+1 = 3
Highest occupied orbital energy (alpha / beta) = -5.24 / -7.24 eV

***

[6]
A structure of composition C43H54N5O7P2STl, computed with wB97M-V/def2-TZVPD.

Structure (XYZ):
```
113
C43H54N5O7P2STl wB97M-V/def2-TZVPD
H -3.46 0.48 1.09
S 4.61 -1.44 -2.07
C 1.70 1.75 -5.39
H -4.25 1.95 0.46
C 0.68 0.36 6.20
O -2.70 -1.39 4.57
C -0.47 -6.26 1.38
O -0.29 -3.38 3.37
O 2.32 1.02 1.81
H 1.12 -4.31 -4.25
N 2.87 -1.47 -0.12
C 1.55 0.44 3.98
H 6.16 -5.53 0.27
H 2.88 0.86 -2.35
H -2.72 4.19 3.15
C 0.42 -5.45 2.34
C 5.46 -4.70 0.20
H 1.22 -0.28 -5.72
C 0.12 0.49 -4.03
H -4.04 -2.36 -4.57
H -2.64 1.08 -4.29
C 4.48 -4.53 1.17
H -1.45 -7.13 4.47
O 0.18 -3.37 1.19
H 1.68 0.89 7.73
H 0.61 -3.52 -2.75
C -1.89 -0.95 3.73
C -2.29 3.42 -2.97
C 0.61 2.82 -3.54
C -0.40 3.84 1.62
C 0.11 3.53 3.03
C -0.50 -0.15 5.69
H -2.10 3.06 -3.97
H -2.45 1.67 2.91
C 0.08 -3.95 2.24
N 0.41 -0.05 3.49
C -0.13 1.65 -3.22
H 0.68 4.38 3.42
H 2.03 0.82 -0.83
H -0.69 3.30 3.73
H 0.78 2.68 2.98
C 4.69 -2.74 -0.92
H -3.53 5.01 -3.66
O 0.80 0.54 7.56
O -2.00 -0.93 2.48
H -3.94 5.91 -1.38
H 0.09 -7.08 0.94
Tl 0.10 -0.41 0.84
H 1.34 -1.91 -4.48
C 1.02 0.58 -5.09
H -2.13 -1.00 -5.49
C -3.07 -2.34 -4.07
H -2.05 -7.68 1.89
H -0.84 -5.62 0.58
C -3.34 5.02 -1.52
H 2.67 1.06 5.69
H -4.75 1.25 2.02
H -0.60 -4.17 -3.86
H 0.49 3.69 -2.90
H -3.26 0.18 -2.91
C -3.90 1.44 1.36
H -3.24 -2.39 -2.99
H 1.43 3.19 0.68
C -2.01 3.21 -0.57
H -2.52 -3.23 -4.37
H -4.13 0.13 -4.47
H 1.40 4.92 1.04
C 0.37 -3.66 -3.80
H 2.05 3.79 -4.79
H -0.23 -1.55 -6.50
H -0.41 -4.07 4.04
P -1.35 2.38 0.94
N -0.94 1.62 -2.14
C 3.23 -0.75 -1.12
C -1.57 -6.79 2.30
C 1.72 0.66 5.34
H 4.42 -5.23 2.00
H -4.01 4.11 1.94
O 3.80 1.00 3.52
C -0.08 -2.50 -5.98
C 3.58 -3.48 1.10
C -0.59 -0.34 4.32
H 2.82 -3.31 1.85
H 2.39 1.79 -6.23
H -4.17 3.24 3.46
C -2.84 2.28 2.08
C 1.50 2.87 -4.59
P -0.67 -1.07 -3.48
H 0.96 -6.19 4.21
C -3.14 0.16 -3.99
C 0.79 4.08 0.69
H -1.04 4.73 1.63
C -3.46 3.54 2.69
H 6.35 -3.92 -1.60
C -0.81 -7.09 3.59
C -2.31 -1.05 -4.41
C -2.79 4.36 -0.44
H -2.95 4.77 0.54
H 0.46 4.29 -0.33
H 1.47 -5.53 2.07
N 0.12 -5.97 3.69
H -0.29 -8.06 3.49
C 5.57 -3.80 -0.85
H 0.69 -3.06 -6.51
C -1.70 2.71 -1.88
C 0.32 -2.31 -4.52
C 3.67 -2.57 0.05
H -2.33 -6.02 2.47
H -1.34 -0.38 6.33
C -3.10 4.52 -2.80
N 2.76 0.45 -1.44
C 2.67 0.84 3.00
H -1.01 -3.07 -6.05
```

Properties
Net charge = -2
Highest occupied orbital energy = -1.49 eV

***

[7]
An isolated molecule of C21H18ClN3O2, computed with wB97M-V/def2-TZVPD.

Structure (XYZ):
```
45
C21H18ClN3O2 wB97M-V/def2-TZVPD
C -3.67 1.62 -3.44
H 3.34 -2.43 -1.25
C 2.89 -1.84 -0.43
C 1.75 -0.67 1.77
C -5.95 2.47 1.03
C -2.93 1.48 -1.07
C -5.31 2.05 -1.65
H -5.82 1.85 -3.72
C -4.64 2.10 0.67
C -6.63 2.31 -1.30
Cl -8.57 3.02 0.44
H 3.64 -1.19 2.74
H 1.36 -0.20 2.65
C 6.73 -3.53 1.62
C -0.92 0.48 -0.52
H -3.90 1.95 1.43
H 7.18 -0.97 1.74
H 6.28 -4.49 1.32
N -0.53 0.32 -1.76
C 3.06 -1.22 1.83
H 7.29 -3.62 2.53
N -0.20 0.06 0.55
C -2.50 1.69 -2.48
H 6.71 -1.25 3.40
O 4.89 -2.33 0.66
H -2.12 2.72 -2.61
H 1.08 -1.34 -1.49
C -4.29 1.89 -0.68
C 1.62 -1.31 -0.55
H -3.51 1.39 -4.48
H 5.01 -2.93 2.71
C 6.33 -1.22 2.35
C -4.97 1.85 -3.04
C 3.61 -1.82 0.73
H -0.70 0.21 1.39
H 7.37 -3.22 0.81
N -2.12 1.03 -0.14
C 0.99 -0.72 0.59
C -6.94 2.55 0.04
H -6.26 2.72 2.06
C 5.63 -2.53 1.89
H -7.35 2.41 -2.09
C -1.35 0.76 -2.74
O -1.20 0.27 -3.86
H 5.63 -0.36 2.32
```

Properties
Net charge = 0
Highest occupied orbital energy = -8.10 eV
Relative energy (zero: lowest compared OMol25 entry of this formula, charge and spin) = 1.833 eV
SMILES string = CC(C)Oc1ccc(NC2=NC(=O)[C@H]3C=Cc4cc(Cl)ccc4C3=N2)cc1

***

[8]
A structure of composition ClNO3, computed with wB97M-V/def2-TZVPD.

Structure (XYZ):
```
5
ClNO3 wB97M-V/def2-TZVPD
O 0.31 -1.25 0.01
N 0.61 -0.09 -0.01
O -0.31 0.85 0.02
Cl -2.33 0.05 -0.02
O 1.71 0.44 -0.01
```

Properties
Net charge = 0
Highest occupied orbital energy (alpha / beta) = -11.93 / -11.93 eV
Relative energy (zero: lowest compared OMol25 entry of this formula, charge and spin) = 1.329 eV

***

[9]
A structure of composition C20H26N5O3Pt, computed with wB97M-V/def2-TZVPD.

Structure (XYZ):
```
55
C20H26N5O3Pt wB97M-V/def2-TZVPD
C 0.58 1.54 -3.22
H 2.10 2.06 -0.85
C -2.46 1.21 -1.58
H -2.35 -1.41 0.51
H 1.46 3.39 -2.67
Pt 0.36 0.09 -0.73
C -3.31 2.32 2.51
N 1.10 2.22 -0.91
C 0.14 -2.86 0.54
H 4.44 -1.70 3.48
H 2.57 -3.38 -0.41
N 1.19 -1.88 0.18
C -3.19 1.82 1.22
C 1.84 -1.33 1.36
H -2.40 2.38 4.44
H 3.51 0.42 4.35
N 0.93 0.25 -2.67
H -4.19 2.87 2.80
H -2.18 0.70 -2.51
C -2.30 2.05 3.42
C 1.09 -0.69 -3.57
C -2.70 -0.85 -0.36
H -3.55 1.30 -1.57
O -0.72 -1.90 -4.87
C 0.73 2.69 -2.25
H -4.00 1.97 0.52
C -1.16 1.34 3.05
H -2.53 -1.43 -1.26
C 3.03 -0.09 3.53
H -0.47 -3.07 -0.33
C 2.96 -1.89 1.94
H 2.89 -1.75 -1.03
H -0.22 3.21 -2.21
O 0.21 1.70 -4.34
C 1.25 -0.19 1.90
C 2.11 -2.47 -0.79
H 1.54 -2.73 -1.68
C 1.88 0.46 2.96
H 0.60 -3.78 0.90
H 1.51 1.41 3.32
H 1.72 -1.52 -3.28
C 3.56 -1.27 3.04
H -0.42 1.12 3.79
C -1.00 0.91 1.73
H 3.39 -2.80 1.54
C -0.55 -1.80 -3.72
N -1.98 0.43 -0.44
N 0.10 0.23 1.23
O -0.86 -2.07 -2.61
H 1.22 -0.33 -4.59
H -3.77 -0.66 -0.25
H -2.02 2.20 -1.56
C -2.06 1.11 0.85
H -0.47 -2.44 1.34
H 0.85 2.90 -0.20
```

Properties
Net charge = +1
Highest occupied orbital energy (alpha / beta) = -10.01 / -10.00 eV
Relative energy (zero: lowest compared OMol25 entry of this formula, charge and spin) = 2.959 eV

***

[10]
An isolated molecule of C4H6N2O, computed with wB97M-V/def2-TZVPD.

Structure (XYZ):
```
13
C4H6N2O wB97M-V/def2-TZVPD
H 2.77 0.72 -0.35
C -1.40 0.89 -0.10
C -1.10 -0.50 0.18
H -2.46 1.07 -0.31
C 0.09 -1.15 0.11
O 0.11 -2.46 0.44
N 1.85 0.42 -0.03
C 1.44 -0.77 -0.39
H 1.25 1.13 0.40
H -1.96 -1.14 0.41
H -1.01 2.72 -0.39
N -0.55 1.85 -0.10
H 0.97 -2.78 0.11
```

Properties
Net charge = 0
Highest occupied orbital energy = -8.51 eV
Relative energy (zero: lowest compared OMol25 entry of this formula, charge and spin) = 3.160 eV

***

[11]
An isolated molecule of C4H2FNO, computed with wB97M-V/def2-TZVPD.

Structure (XYZ):
```
9
C4H2FNO wB97M-V/def2-TZVPD
C -1.00 -0.18 0.09
C -0.21 -0.13 -1.26
F -2.29 -0.33 0.21
H -0.61 -0.27 -2.26
C 1.20 0.21 0.37
C -0.09 -0.04 1.03
O 2.23 0.50 0.86
H -0.25 0.09 2.08
N 1.01 0.14 -1.13
```

Properties
Net charge = 0
Highest occupied orbital energy = -10.37 eV
Relative energy (zero: lowest compared OMol25 entry of this formula, charge and spin) = 0.000 eV
SMILES string = O=C1C=C(F)C=N1

***

[12]
A cluster of 3 separate species, C13H18F9O6Si in total, computed with wB97M-V/def2-TZVPD.

Structure (XYZ):
```
47
C13H18F9O6Si wB97M-V/def2-TZVPD
H 0.61 2.38 3.59
H 1.78 -0.10 0.14
H -1.94 6.35 2.50
Si 0.03 -5.80 -3.95
O -3.20 4.02 2.96
O -0.90 -8.22 -3.29
C 1.35 0.42 0.99
H -0.39 5.72 3.00
H -3.39 5.47 0.64
H -0.74 -4.79 -3.19
H -4.63 4.22 0.71
F 0.96 -1.32 -1.67
H -5.08 4.75 3.09
C -4.14 5.05 2.63
H -0.21 1.89 1.33
O -1.18 3.35 3.47
H -3.86 6.00 3.09
F 0.30 -3.35 -1.35
F 3.07 -2.09 -3.06
H 0.65 2.07 -0.20
C 1.36 -2.61 -1.61
C -1.29 5.48 2.44
F 2.05 -4.61 -5.45
C -4.32 5.18 1.13
C 0.03 -7.46 -2.99
F 2.44 -5.03 -1.96
H -0.54 0.76 0.01
H 1.41 1.26 4.71
C 2.02 -2.93 -2.98
H -0.64 -6.04 -5.24
C 2.43 1.54 2.87
F 2.61 -6.36 -4.32
C 1.87 -5.23 -4.24
O 2.42 1.16 1.58
H -5.08 5.92 0.90
H 0.50 0.63 3.36
C 2.55 -4.39 -3.13
C -1.88 4.22 3.02
F 3.87 -4.33 -3.42
H 0.98 -0.34 1.67
F 2.23 -2.69 -0.61
O 3.43 2.02 3.33
F 1.16 -2.57 -3.94
O 0.92 -7.69 -2.14
C 1.15 1.44 3.67
C 0.24 1.34 0.51
H -1.02 5.30 1.40
```

Properties
Net charge = -1
Highest occupied orbital energy = -4.25 eV

***

| no. | F_max (Eh/bohr) |
| --- | --- |
| 1 | 0.1041 |
| 2 | 0.0143 |
| 3 | 0.0809 |
| 4 | 0.0720 |
| 5 | 0.0616 |
| 6 | 0.0194 |
| 7 | 0.0643 |
| 8 | 0.0866 |
| 9 | 0.0737 |
| 10 | 0.0095 |
| 11 | 0.0415 |
| 12 | 0.0339 |